(1)
49
Properties=species:S:1:pos:R:3 method="wB97M-V/def2-TZVPD" total_charge=+3 e_lumo_ev="-12.41 / -12.41" e_homo_ev="-18.32 / -18.32" orbital_gap_ev="5.91 / 5.91" relative_energy_kj_mol=0.0
Mo 0.451 -0.324 0.218
O 1.076 0.627 1.586
C 1.572 1.841 2.016
C 2.010 1.996 3.301
C 2.483 3.267 3.647
C 2.501 4.316 2.732
C 2.046 4.122 1.439
C 1.571 2.859 1.059
C 1.109 2.624 -0.261
N 0.675 1.499 -0.776
C 0.245 1.583 -2.204
C -0.563 0.347 -2.532
N 0.059 -0.748 -1.769
C 0.314 -1.899 -2.332
C 1.089 -2.954 -1.774
C 1.229 -4.165 -2.465
C 2.108 -5.122 -1.996
C 2.894 -4.868 -0.865
C 2.807 -3.665 -0.176
C 1.891 -2.742 -0.629
O 1.782 -1.535 -0.014
H 1.994 1.179 4.010
H 2.842 3.430 4.655
H 2.873 5.286 3.033
H 2.057 4.933 0.721
H 1.128 3.477 -0.938
H -0.350 2.482 -2.350
H 1.143 1.638 -2.820
H -1.601 0.452 -2.219
H -0.536 0.134 -3.600
H -0.065 -2.041 -3.344
H 0.650 -4.343 -3.363
H 2.204 -6.066 -2.515
H 3.593 -5.619 -0.522
H 3.423 -3.454 0.687
C -4.925 1.560 0.717
N -3.811 0.570 0.696
C -4.057 -0.710 0.992
C -3.097 -1.714 1.011
C -1.835 -1.262 0.747
O -0.668 -1.908 0.704
N -1.560 0.028 0.467
C -2.522 1.026 0.339
O -2.264 2.155 0.034
H -5.361 1.572 1.712
H -5.664 1.274 -0.026
H -4.514 2.534 0.477
H -5.092 -0.933 1.229
H -3.332 -2.737 1.261


(2)
59
Properties=species:S:1:pos:R:3 method="wB97M-V/def2-TZVPD" total_charge=+1 e_lumo_ev=-5.08 e_homo_ev=-11.23 orbital_gap_ev=6.14 relative_energy_kj_mol=0.0
Sn -3.496 0.426 -0.621
O -1.417 -2.661 1.981
S -0.811 -1.439 0.973
O 0.437 -1.081 1.566
O -0.752 -2.087 -0.317
O -1.875 -0.455 1.104
C 0.045 4.289 1.598
N -0.935 3.669 0.717
C -1.672 2.597 0.946
N -2.391 2.335 -0.143
C -2.034 3.322 -1.019
N -1.156 4.148 -0.526
C 1.466 3.962 1.204
C 2.451 4.920 1.401
C 3.778 4.631 1.115
C 4.126 3.384 0.631
C 3.141 2.418 0.439
C 1.812 2.706 0.722
C 3.553 1.101 -0.042
N 4.731 0.590 0.040
N 4.654 -0.667 -0.543
C 3.437 -0.814 -0.924
O 2.666 0.269 -0.646
C 2.883 -1.999 -1.605
C 3.075 -2.172 -2.972
C 2.657 -3.341 -3.587
C 2.059 -4.343 -2.836
C 1.876 -4.169 -1.470
C 1.298 -5.306 -0.657
N 0.131 -4.848 0.124
C -1.265 -4.976 -0.322
N -2.033 -4.434 0.498
C -1.199 -3.938 1.586
N 0.216 -4.238 1.184
C 2.279 -2.994 -0.854
H -0.177 3.946 2.609
H -0.129 5.362 1.560
H -1.686 2.050 1.873
H -2.458 3.430 -2.003
H 2.179 5.900 1.773
H 4.539 5.385 1.263
H 5.154 3.141 0.400
H 1.064 1.935 0.579
H 3.567 -1.398 -3.544
H 2.808 -3.480 -4.649
H 1.746 -5.263 -3.315
H 2.012 -5.719 0.054
H 0.930 -6.100 -1.303
H -1.484 -5.488 -1.247
H -1.363 -4.604 2.446
H 2.149 -2.839 0.211
C -7.233 1.721 0.712
S -5.519 2.072 0.457
O -5.211 1.882 -0.996
O -5.207 3.358 0.986
O -4.740 0.937 1.097
H -7.715 2.647 1.013
H -7.310 0.973 1.496
H -7.652 1.347 -0.218